(1)
Formula: FH3OSi
Source: the Open Molecules 2025 dataset
Level of theory: ωB97M-V/def2-TZVPD

XYZ file:
```
6
Properties=species:S:1:pos:R:3:forces:R:3:mulliken_charge:R:1
O 1.5224 -0.2621 -0.1144 3.737 -1.882 -3.628 -0.66
F -2.6125 0.0538 0.5506 -0.673 -0.517 0.133 -0.20
Si -1.3814 1.0729 0.6076 0.415 0.506 0.581 0.25
H 1.1170 -0.8076 0.5645 0.547 -0.850 -0.169 0.32
H 2.3281 -0.8952 -0.8208 -4.244 2.666 3.918 0.35
H -0.9736 0.8381 -0.7875 0.218 0.077 -0.836 -0.06
```
Positions in Å, forces in eV/Å.

Computed properties:
**Strongest force on any atom**: 6.36 eV/Å
**Multiplicity**: 1
**E_HOMO**: -8.80 eV

=====

(2)
Formula: C27H39N4ORu
Source: the Open Molecules 2025 dataset
Level of theory: ωB97M-V/def2-TZVPD

XYZ file:
```
72
Properties=species:S:1:pos:R:3:forces:R:3:lowdin_spin:R:1
Ru 0.0044 -0.1007 -0.2075 -0.633 0.155 -0.192 3.26
C 4.2141 -0.5426 -0.4374 0.063 -0.033 0.021 0.00
C 3.2067 0.2349 0.4127 -0.101 0.025 -0.109 0.05
C 3.5088 1.7354 0.3566 0.092 0.017 0.071 0.00
C 3.1364 -0.2287 1.8522 0.228 0.089 -0.017 0.01
C 4.3077 -0.1696 2.6002 -0.043 -0.004 0.053 0.00
C 4.3064 -0.4605 3.9520 -0.033 -0.011 -0.033 0.00
C 3.1036 -0.7270 4.5805 -0.019 0.037 -0.001 0.00
C 1.9005 -0.7905 3.8814 -0.004 0.007 0.073 0.00
C 0.6387 -0.8848 4.7495 0.074 0.057 0.070 0.00
C 0.1806 -2.2987 5.1314 -0.048 -0.099 -0.011 0.00
C -0.5414 -0.0271 4.2938 -0.057 0.057 -0.013 0.00
C 1.9554 -0.6374 2.4833 -0.470 -0.096 -0.192 0.01
N 0.7949 -0.9417 1.6867 0.631 -0.060 0.350 0.09
C 0.1875 -2.0587 1.9550 -0.140 -0.011 -0.151 0.01
C -1.0225 -2.3850 1.3033 0.283 0.209 -0.005 0.01
C -1.8575 -3.4831 1.4371 -0.269 -0.124 -0.128 0.03
C -2.9398 -3.2556 0.5780 0.191 -0.066 0.246 0.02
C -2.7192 -2.0252 -0.0428 0.042 0.149 -0.181 0.04
N -1.5513 -1.4852 0.3881 -0.161 -0.199 0.122 0.12
C -3.6084 -1.3432 -1.0587 -0.005 -0.008 0.057 0.00
C -3.7874 0.1329 -0.7047 -0.037 0.146 0.026 0.01
C -4.9829 -2.0153 -1.0888 -0.024 -0.022 -0.022 0.00
C -2.9800 -1.4420 -2.4516 0.068 0.001 -0.058 0.01
H 4.0168 -0.4045 -1.5012 0.003 0.057 -0.009 0.00
H 4.1993 -1.6119 -0.2280 -0.026 0.020 0.008 0.00
H 5.2271 -0.1858 -0.2433 0.005 -0.028 0.011 0.00
H 2.2161 0.1152 -0.0503 0.114 -0.132 0.042 0.03
H 4.5348 1.9196 0.6803 -0.018 0.034 0.009 0.00
H 2.8470 2.3006 1.0134 -0.024 -0.019 -0.021 0.00
H 3.4031 2.1204 -0.6583 0.000 -0.021 -0.037 0.00
H 5.2322 0.1148 2.1144 0.016 0.009 -0.010 0.00
H 5.2247 -0.4284 4.5214 0.018 0.005 0.011 0.00
H 3.0804 -0.8594 5.6556 0.019 -0.002 0.015 0.00
H 0.9746 -0.4256 5.6834 -0.018 -0.037 -0.002 0.00
H -0.5141 -2.7204 4.4030 0.011 0.017 0.011 0.00
H -0.3504 -2.2753 6.0833 -0.002 0.036 0.017 0.00
H 1.0228 -2.9834 5.2394 0.027 0.018 0.021 0.00
H -1.0863 -0.4499 3.4499 0.020 -0.034 -0.009 0.00
H -0.2133 0.9788 4.0241 0.036 0.000 -0.003 0.00
H -1.2505 0.0671 5.1177 -0.007 -0.001 0.007 0.00
H 0.6047 -2.7385 2.6931 -0.017 -0.003 -0.058 0.00
H -1.7039 -4.3258 2.0923 0.002 -0.023 0.011 0.00
H -3.7987 -3.8898 0.4479 -0.035 -0.026 -0.009 0.00
H -4.2404 0.2532 0.2812 0.006 -0.024 0.013 0.00
H -4.4382 0.6160 -1.4362 -0.008 -0.007 -0.004 0.00
H -2.8343 0.6694 -0.7123 -0.002 -0.071 -0.021 0.01
H -5.4464 -2.0217 -0.1021 0.007 0.023 0.020 0.00
H -4.9191 -3.0454 -1.4406 0.029 -0.020 0.002 0.00
H -5.6430 -1.4762 -1.7695 0.007 0.010 -0.010 0.00
H -2.0598 -0.8538 -2.5025 -0.001 0.016 0.045 0.01
H -3.6638 -1.0500 -3.2063 -0.015 0.005 -0.009 0.00
H -2.7441 -2.4780 -2.7020 -0.011 -0.009 -0.011 0.00
C 0.0912 4.1384 0.7764 0.116 -0.190 -0.072 0.01
O 0.3269 2.8361 0.1644 -0.075 0.038 -0.071 0.03
C -0.4045 1.8012 0.4184 0.196 0.028 0.038 0.09
C -1.5384 1.9751 1.3717 -0.010 0.002 -0.001 0.03
H 0.3027 4.0752 1.8415 -0.017 0.045 0.002 0.00
H -0.9305 4.4609 0.5975 -0.001 0.024 -0.008 0.00
H 0.7992 4.7952 0.2841 -0.043 0.055 0.045 0.00
H -2.2743 2.6625 0.9412 0.001 0.014 -0.001 0.00
H -1.1871 2.4067 2.3124 -0.020 -0.004 0.015 0.00
H -2.0278 1.0233 1.5631 0.017 0.020 0.039 0.00
N 0.8800 -3.2883 -2.9620 0.078 -0.047 0.051 0.01
C 1.6445 -3.6992 -1.8909 -0.089 -0.013 -0.180 0.00
C 1.6578 -2.6532 -1.0329 -0.027 0.107 0.034 0.01
N 0.9144 -1.6094 -1.5616 0.078 -0.220 0.166 0.06
C 0.4631 -2.0394 -2.7223 0.057 0.184 -0.133 0.02
H 0.6682 -3.8204 -3.7897 0.035 -0.018 0.024 0.00
H 2.0901 -4.6751 -1.8467 0.028 -0.023 0.025 0.00
H 2.1420 -2.5708 -0.0765 -0.032 -0.008 0.014 0.00
H -0.1323 -1.4743 -3.4169 -0.053 -0.001 0.012 0.00
```
Positions in Å, forces in eV/Å.

Computed properties:
**Strongest force on any atom**: 0.72 eV/Å
**Net charge**: +1
**Multiplicity**: 5
**Expectation value of S²**: 6.0221
**E_HOMO (alpha / beta)**: -10.23 / -10.20 eV

=====

(3)
Formula: C36H25AsCl3N5O8RuS2
Source: the Open Molecules 2025 dataset
Level of theory: ωB97M-V/def2-TZVPD

XYZ file:
```
81
Properties=species:S:1:pos:R:3:forces:R:3:lowdin_spin:R:1
Ru -0.4266 0.6714 -0.2241 -0.103 0.050 -0.026 4.01
C -3.9252 -1.5901 -2.2479 -0.006 -0.016 0.032 0.00
C -2.9287 -0.6284 -1.9954 -0.025 0.007 0.023 0.01
N -2.5117 -0.3654 -0.7825 0.075 -0.020 -0.068 0.09
C -3.0381 -1.0186 0.2808 0.001 -0.001 -0.001 0.01
C -3.9938 -2.0391 0.1188 -0.009 -0.014 0.004 0.00
C -4.4358 -2.3001 -1.1980 0.011 0.020 -0.025 0.00
C -4.4510 -2.7519 1.2534 0.013 0.015 0.016 0.01
C -3.9329 -2.4341 2.4780 -0.020 -0.015 -0.019 0.00
C -2.9981 -1.3962 2.6542 0.023 0.030 -0.006 0.01
C -2.5496 -0.6349 1.5829 -0.025 -0.045 0.002 0.01
N -1.6489 0.3887 1.5900 0.038 -0.050 -0.033 0.12
C -1.4201 1.2157 2.6558 -0.047 -0.019 0.064 0.01
C -2.1784 1.3241 3.8112 -0.002 0.005 -0.013 0.01
C -1.8630 2.2530 4.8193 0.025 0.013 -0.007 0.00
C -0.7961 3.0970 4.7142 -0.016 -0.003 0.003 0.01
C -0.0172 3.0621 3.5348 -0.006 -0.012 0.019 0.00
C 1.0572 3.9476 3.3061 0.022 0.003 -0.025 0.00
C 1.7419 3.9106 2.1266 -0.021 0.001 0.017 0.00
C 1.3501 2.9767 1.1549 -0.020 -0.008 -0.019 0.02
N 0.3642 2.1352 1.3510 0.013 0.036 0.037 0.10
C -0.3303 2.1426 2.5164 0.031 0.065 0.046 0.01
H -4.2520 -1.7632 -3.2638 -0.006 -0.006 0.000 0.00
H -2.4623 -0.0708 -2.7985 0.014 0.009 -0.003 0.00
H -5.1813 -3.0708 -1.3575 -0.001 0.000 -0.003 0.00
H -5.1860 -3.5375 1.1326 0.000 -0.002 0.007 0.00
H -4.2493 -2.9899 3.3531 -0.001 -0.005 -0.004 0.00
H -2.6054 -1.2145 3.6430 0.001 -0.009 -0.013 0.00
H -3.0611 0.7173 3.9371 0.009 0.011 -0.012 0.00
H -2.4967 2.2919 5.6974 0.001 0.004 0.002 0.00
H -0.5555 3.8108 5.4918 0.000 -0.003 0.003 0.00
H 1.3159 4.6641 4.0773 0.001 0.001 0.001 0.00
H 2.5603 4.5850 1.9172 0.002 0.000 0.001 0.00
H 1.8586 2.9138 0.1996 0.003 0.002 0.003 0.00
O -2.3165 2.4910 -3.3550 -0.031 0.014 -0.037 0.00
As -0.5741 2.4350 -3.2275 -0.006 -0.006 0.131 0.02
O 0.0828 2.3489 -4.7098 0.016 -0.010 -0.053 0.01
O -0.2005 1.1037 -2.2348 -0.015 -0.005 -0.040 0.18
C 0.0670 4.0206 -2.3050 0.036 0.003 -0.028 0.00
C 1.2006 4.5663 -2.9040 -0.006 -0.009 -0.005 0.00
C 1.8386 5.6634 -2.3438 -0.014 0.004 0.021 0.00
C 1.3409 6.2295 -1.1793 0.015 -0.013 -0.021 0.00
C 0.2092 5.6983 -0.5804 0.010 0.021 0.022 0.00
C -0.4278 4.5974 -1.1361 -0.028 -0.016 -0.013 0.00
S -1.9151 4.0262 -0.3193 0.009 0.075 0.056 0.01
O -3.0087 4.6379 -1.0403 -0.032 0.005 -0.005 0.01
O -1.7649 4.3994 1.0681 -0.010 -0.022 -0.040 0.00
O -1.9059 2.5586 -0.5443 0.108 -0.068 -0.022 0.07
H -2.6905 2.6748 -2.4761 -0.006 0.004 0.012 0.00
H 1.5659 4.1140 -3.8182 -0.001 -0.004 0.002 0.00
H 2.7218 6.0730 -2.8177 0.001 0.000 -0.002 0.00
H 1.8335 7.0855 -0.7342 0.000 0.001 0.000 0.00
H -0.1886 6.1153 0.3353 -0.005 -0.005 -0.002 0.00
Cl 3.6594 -2.2373 1.6567 0.036 0.021 -0.023 0.00
C 3.5331 -0.5111 1.2319 -0.021 -0.148 -0.038 0.00
Cl 4.7611 -0.1251 0.0269 0.016 -0.002 -0.019 0.00
Cl 3.7955 0.4759 2.6823 -0.001 0.036 0.019 0.00
C 2.0809 -0.2227 0.7291 0.005 0.121 0.049 0.01
O 1.9613 0.4516 -0.3160 0.002 -0.019 -0.021 0.09
O 1.1697 -0.6510 1.4427 -0.029 -0.052 0.000 0.05
S 1.2882 -5.6857 -2.5859 0.033 0.030 0.077 0.00
C 0.8373 -4.0784 -1.9676 -0.063 -0.017 -0.052 0.00
C 0.3075 -3.9368 -0.6910 -0.004 -0.005 -0.022 0.00
C -0.0479 -2.6701 -0.2639 -0.035 -0.031 0.011 0.01
N 0.0811 -1.5939 -1.0393 -0.001 0.086 0.057 0.08
C 0.5845 -1.7243 -2.2635 0.011 -0.070 -0.035 0.00
C 0.9785 -2.9565 -2.7687 -0.004 -0.005 0.021 0.00
C 2.8151 -5.9639 -1.7379 0.004 0.019 -0.057 0.00
C 3.5418 -4.9681 -1.1016 0.020 0.007 0.061 0.00
C 4.7487 -5.3105 -0.5078 -0.010 0.010 -0.010 0.00
N 5.2676 -6.5356 -0.5172 0.020 -0.016 -0.003 0.00
C 4.5602 -7.4779 -1.1381 -0.019 0.010 0.027 0.00
C 3.3408 -7.2534 -1.7511 -0.024 0.020 -0.022 0.00
H 0.1816 -4.7908 -0.0401 0.003 -0.004 -0.006 0.00
H -0.4411 -2.5023 0.7314 0.006 0.006 -0.001 0.00
H 0.6683 -0.8081 -2.8358 0.008 0.004 0.002 0.00
H 1.3948 -3.0299 -3.7635 -0.003 -0.008 -0.002 0.00
H 3.1890 -3.9472 -1.0529 0.038 -0.005 0.012 0.00
H 5.3270 -4.5454 -0.0016 -0.008 0.006 0.005 0.00
H 4.9870 -8.4753 -1.1386 0.001 0.003 -0.003 0.00
H 2.8084 -8.0672 -2.2260 0.001 -0.005 -0.008 0.00
```
Positions in Å, forces in eV/Å.

Computed properties:
**Strongest force on any atom**: 0.15 eV/Å
**Net charge**: -1
**Multiplicity**: 6
**Expectation value of S²**: 8.7573
**E_HOMO (alpha / beta)**: -4.71 / -4.76 eV

=====

(4)
Formula: C3H12N3S
Source: the Open Molecules 2025 dataset
Level of theory: ωB97M-V/def2-TZVPD

XYZ file:
```
19
Properties=species:S:1:pos:R:3:forces:R:3:mulliken_charge:R:1
C 0.2227 1.4198 -0.6020 2.684 -2.261 -1.557 -1.25
C -0.9575 -0.3563 0.8159 1.542 -1.452 -0.047 -0.16
C -0.8603 0.9410 0.2241 -2.255 2.544 -1.606 0.65
N -1.8673 1.7621 0.1703 -2.247 0.016 1.685 -0.34
N 2.5148 -1.2825 -0.5364 -4.061 -4.564 2.664 -0.79
N 0.3193 -0.5963 1.4004 -0.453 -0.108 -0.122 -0.46
S -1.5414 -1.2308 -0.8699 -0.353 -1.441 0.968 -0.21
H -0.1057 2.2607 -1.1351 -0.069 1.492 -0.440 0.45
H 0.4175 0.6610 -1.4872 0.047 1.076 2.070 0.26
H 1.1448 1.6237 -0.0012 -0.644 -0.342 -0.734 0.29
H -1.7942 -0.4913 1.4725 -0.222 -0.001 0.465 0.61
H -2.7599 1.5989 0.7200 1.495 0.131 -1.032 0.27
H -1.8610 2.6100 -0.4110 0.151 -0.587 0.569 0.24
H 3.0805 -0.8879 -1.1601 2.611 2.225 -3.544 0.21
H 3.1140 -2.0522 -0.1368 -1.049 0.951 -0.335 0.24
H 1.1522 -0.6044 0.7843 -0.471 -0.293 0.283 0.26
H 0.3628 -1.2231 2.1864 -0.062 -0.214 -0.175 0.24
H 1.6898 -1.8071 -1.0574 2.442 1.379 1.155 0.27
H -2.2711 -2.3453 -0.3766 0.916 1.449 -0.265 0.21
```
Positions in Å, forces in eV/Å.

Computed properties:
**Strongest force on any atom**: 6.66 eV/Å
**Net charge**: +1
**Multiplicity**: 1
**E_HOMO**: -13.21 eV

=====

(5)
Formula: C3H7NOS
Source: the Open Molecules 2025 dataset
Level of theory: ωB97M-V/def2-TZVPD

XYZ file:
```
13
Properties=species:S:1:pos:R:3:forces:R:3:mulliken_charge:R:1
C -1.1737 0.6301 0.8856 -3.384 -0.714 -2.543 -1.03
C -0.1341 -0.4097 0.5612 -1.332 1.120 -2.660 0.13
C 0.0075 -0.4586 -1.0954 0.033 1.873 3.036 0.00
H -1.8466 0.5559 -0.2524 0.886 0.393 4.194 0.19
H -0.5706 1.4848 0.6522 -0.261 1.295 0.810 0.38
H -1.8033 0.6117 1.9275 1.824 0.034 -2.852 0.28
H -0.4155 -1.4280 0.7784 0.352 -0.445 0.792 0.39
H 1.2988 -0.8402 1.4655 0.915 3.411 -0.498 0.40
H 1.7856 0.0302 -2.1805 -2.726 1.060 2.007 0.29
H 1.9493 0.3101 -0.5605 -2.289 -0.231 -0.132 0.31
N 1.1644 0.2638 -1.2628 3.426 -2.212 -5.134 -0.44
O 1.0939 0.1119 1.0630 0.377 -5.555 2.981 -0.61
S -1.3556 -0.8619 -1.9818 2.179 -0.028 -0.001 -0.29
```
Positions in Å, forces in eV/Å.

Computed properties:
**Strongest force on any atom**: 6.56 eV/Å
**Multiplicity**: 1
**SMILES**: C[C@H](O)C(N)=S
**E_HOMO**: -8.40 eV

=====

What did the fourth record say?
Formula: C3H12N3S
Source: the Open Molecules 2025 dataset
Level of theory: ωB97M-V/def2-TZVPD

XYZ file:
```
19
Properties=species:S:1:pos:R:3:forces:R:3:mulliken_charge:R:1
C 0.2227 1.4198 -0.6020 2.684 -2.261 -1.557 -1.25
C -0.9575 -0.3563 0.8159 1.542 -1.452 -0.047 -0.16
C -0.8603 0.9410 0.2241 -2.255 2.544 -1.606 0.65
N -1.8673 1.7621 0.1703 -2.247 0.016 1.685 -0.34
N 2.5148 -1.2825 -0.5364 -4.061 -4.564 2.664 -0.79
N 0.3193 -0.5963 1.4004 -0.453 -0.108 -0.122 -0.46
S -1.5414 -1.2308 -0.8699 -0.353 -1.441 0.968 -0.21
H -0.1057 2.2607 -1.1351 -0.069 1.492 -0.440 0.45
H 0.4175 0.6610 -1.4872 0.047 1.076 2.070 0.26
H 1.1448 1.6237 -0.0012 -0.644 -0.342 -0.734 0.29
H -1.7942 -0.4913 1.4725 -0.222 -0.001 0.465 0.61
H -2.7599 1.5989 0.7200 1.495 0.131 -1.032 0.27
H -1.8610 2.6100 -0.4110 0.151 -0.587 0.569 0.24
H 3.0805 -0.8879 -1.1601 2.611 2.225 -3.544 0.21
H 3.1140 -2.0522 -0.1368 -1.049 0.951 -0.335 0.24
H 1.1522 -0.6044 0.7843 -0.471 -0.293 0.283 0.26
H 0.3628 -1.2231 2.1864 -0.062 -0.214 -0.175 0.24
H 1.6898 -1.8071 -1.0574 2.442 1.379 1.155 0.27
H -2.2711 -2.3453 -0.3766 0.916 1.449 -0.265 0.21
```
Positions in Å, forces in eV/Å.

Computed properties:
**Strongest force on any atom**: 6.66 eV/Å
**Net charge**: +1
**Multiplicity**: 1
**E_HOMO**: -13.21 eV

=====

Q: What is the formula in the third record?
A: C36H25AsCl3N5O8RuS2